Run P
Density functional theory data (ωB97M-V/def2-TZVPD) for a structure of composition C24H35N5O2PS4Y.

Values from the calculation:
- Gap between HOMO and LUMO: 5.8 eV
- Highest occupied orbital energy: -0.617 Eh
- M: 673.72 g/mol

ORCA input file:
```
! RIJCOSX wB97M-V def2-TZVPD def2/J DEFGRID3
* xyz 4 1
Y 0.54 -0.91 0.13
C 1.58 -3.00 -1.02
C 0.31 -3.57 -0.91
C -0.65 -3.31 -1.89
C -0.36 -2.47 -2.95
C 0.90 -1.88 -3.07
C 1.87 -2.15 -2.11
H 2.33 -3.17 -0.25
H 0.10 -4.24 -0.08
H -1.62 -3.81 -1.85
H -1.11 -2.28 -3.72
H 1.12 -1.24 -3.90
H 2.86 -1.71 -2.20
C 0.53 4.15 -4.36
C 0.32 2.68 -4.69
S 0.16 1.55 -3.27
C -1.62 1.25 -3.10
C -2.43 2.23 -2.24
S -1.64 2.73 -0.69
C -1.46 4.52 -0.86
C -0.38 5.02 -1.81
S -0.87 4.96 -3.57
H 0.70 4.68 -5.30
H 1.43 4.30 -3.77
H 1.16 2.30 -5.27
H -0.58 2.53 -5.30
H -1.70 0.24 -2.69
H -2.07 1.21 -4.09
H -3.40 1.77 -2.02
H -2.61 3.14 -2.79
H -1.24 4.86 0.16
H -2.43 4.94 -1.11
H 0.55 4.47 -1.69
H -0.17 6.06 -1.56
N 3.94 -0.70 2.80
C 3.60 -1.97 3.26
C 4.25 -2.85 4.12
C 3.62 -4.05 4.35
C 2.40 -4.37 3.75
C 1.75 -3.50 2.90
C 2.38 -2.28 2.65
N 2.01 -1.20 1.84
C 2.98 -0.29 1.97
C 2.91 0.96 1.23
C 3.72 2.05 1.26
S 3.14 3.23 0.16
C 1.87 2.21 -0.28
N 1.85 1.05 0.34
H 4.77 -0.19 3.05
H 5.20 -2.61 4.59
H 4.09 -4.77 5.01
H 1.95 -5.33 3.97
H 0.79 -3.75 2.46
H 4.60 2.24 1.86
H 1.12 2.48 -1.01
N -2.67 0.83 3.64
C -2.71 0.95 2.14
P -2.34 -0.66 1.32
O -1.46 -1.48 2.21
O -1.67 -0.41 -0.02
C -3.99 -1.49 1.12
N -3.90 -2.98 1.31
H -2.43 1.73 4.07
H -1.96 0.14 3.93
H -3.57 0.55 4.05
H -1.94 1.65 1.82
H -3.66 1.40 1.85
H -4.44 -1.29 0.14
H -4.68 -1.12 1.88
H -3.50 -3.45 0.50
H -4.83 -3.38 1.47
H -3.31 -3.21 2.12
*
```

Here are the Mulliken charges for atoms 1 to 6, given in e: Y 1.3628; C -0.9763; C -0.5318; C -0.4186; C -0.4790; C -0.3613


Run Q
Density functional theory data (ωB97M-V/def2-TZVPD) for a structure of composition C24H35N5O2PS4Y.

Values from the calculation:
- Gap between HOMO and LUMO: 5.7 eV
- Highest occupied orbital energy: -0.615 Eh
- M: 673.72 g/mol

ORCA input file:
```
! RIJCOSX wB97M-V def2-TZVPD def2/J DEFGRID3
* xyz 4 1
Y 0.28 0.91 0.08
C -1.14 2.98 0.21
C -1.18 3.09 -1.20
C -2.28 2.60 -1.90
C -3.33 2.00 -1.22
C -3.30 1.88 0.17
C -2.20 2.35 0.89
H -0.46 3.62 0.77
H -0.44 3.70 -1.70
H -2.36 2.76 -2.96
H -4.21 1.68 -1.76
H -4.15 1.48 0.69
H -2.24 2.37 1.97
C -4.45 -3.40 2.21
C -4.58 -2.12 1.39
S -3.00 -1.35 0.86
C -2.82 -1.78 -0.91
C -2.18 -3.13 -1.20
S -0.57 -3.34 -0.37
C -0.89 -4.79 0.71
C -1.87 -4.52 1.86
S -3.62 -4.78 1.38
H -5.46 -3.76 2.43
H -3.95 -3.21 3.17
H -5.08 -1.36 2.00
H -5.17 -2.28 0.49
H -2.21 -0.98 -1.31
H -3.81 -1.73 -1.37
H -2.02 -3.23 -2.28
H -2.82 -3.94 -0.87
H 0.09 -5.05 1.11
H -1.23 -5.61 0.08
H -1.77 -3.50 2.23
H -1.66 -5.21 2.68
N 2.93 2.38 3.13
C 3.18 3.47 2.32
C 3.87 4.66 2.54
C 3.87 5.58 1.51
C 3.23 5.31 0.29
C 2.57 4.12 0.06
C 2.54 3.20 1.10
N 1.91 1.96 1.21
C 2.17 1.51 2.46
C 1.60 0.26 2.93
C 1.78 -0.38 4.11
S 0.85 -1.82 4.15
C 0.27 -1.50 2.59
N 0.73 -0.39 2.05
H 3.24 2.30 4.09
H 4.38 4.85 3.48
H 4.38 6.52 1.64
H 3.26 6.06 -0.48
H 2.11 3.91 -0.90
H 2.40 -0.10 4.94
H -0.41 -2.15 2.06
N 3.99 -1.43 -2.02
C 2.55 -1.84 -1.91
P 1.42 -0.45 -2.44
O 2.16 0.83 -2.19
O 0.11 -0.52 -1.70
C 1.10 -0.71 -4.26
N 1.06 0.59 -5.01
H 4.56 -1.84 -1.28
H 4.06 -0.41 -1.96
H 4.42 -1.73 -2.90
H 2.30 -2.02 -0.86
H 2.36 -2.77 -2.45
H 0.14 -1.22 -4.35
H 1.86 -1.35 -4.71
H 0.22 1.12 -4.79
H 1.06 0.44 -6.03
H 1.87 1.18 -4.77
*
```

Here are the Mulliken charges for atoms 1 to 6, given in e: Y 1.1780; C -0.9103; C -0.1832; C -0.6613; C -0.5581; C -0.5083


The winner here is run P, beating the second structure by 10.7 kcal/mol.


Run P
Density functional theory data (ωB97M-V/def2-TZVPD) for an isolated molecule of C23H31N3O4S.

Values from the calculation:
- Gap between HOMO and LUMO: 7.8 eV
- Highest occupied orbital energy: -0.267 Eh
- M: 445.58 g/mol

ORCA input file:
```
! RIJCOSX wB97M-V def2-TZVPD def2/J DEFGRID3
* xyz 0 1
C -7.97 -2.33 -0.48
C -7.04 -1.16 -0.42
C -7.46 0.12 -0.74
C -6.58 1.19 -0.67
C -5.26 1.01 -0.28
C -4.26 2.14 -0.20
C -3.44 2.19 -1.49
C -4.91 3.50 0.06
C -4.84 -0.29 0.03
O -3.52 -0.41 0.39
C -3.02 -1.66 0.79
C -1.52 -1.56 1.12
O -0.96 -2.47 1.70
N -0.97 -0.41 0.70
C 0.35 0.04 0.82
C 1.37 -0.72 1.37
C 2.66 -0.22 1.44
C 2.97 1.06 0.97
N 4.25 1.63 1.09
C 5.33 0.88 1.70
C 6.11 0.04 0.65
N 5.48 0.09 -0.65
S 4.48 -1.17 -1.10
C 5.42 -1.83 -2.50
O 3.24 -0.68 -1.61
O 4.49 -2.16 -0.07
C 5.16 1.40 -1.18
C 4.77 2.37 -0.04
C 1.93 1.82 0.43
C 0.65 1.32 0.35
C -5.72 -1.35 -0.03
H -7.62 -3.06 -1.20
H -8.03 -2.82 0.49
H -8.97 -2.02 -0.77
H -8.48 0.29 -1.05
H -6.93 2.17 -0.93
H -3.59 1.92 0.63
H -4.09 2.41 -2.34
H -2.96 1.23 -1.68
H -2.68 2.96 -1.43
H -5.58 3.45 0.92
H -5.46 3.85 -0.80
H -4.13 4.24 0.28
H -3.12 -2.41 -0.02
H -3.54 -2.05 1.67
H -1.61 0.25 0.26
H 1.17 -1.71 1.73
H 3.42 -0.87 1.85
H 6.00 1.62 2.15
H 4.93 0.26 2.50
H 6.13 -1.01 0.93
H 7.13 0.41 0.55
H 6.39 -2.14 -2.13
H 4.88 -2.68 -2.89
H 5.52 -1.06 -3.24
H 4.32 1.26 -1.85
H 6.02 1.79 -1.74
H 5.65 2.92 0.31
H 4.05 3.10 -0.40
H 2.11 2.82 0.08
H -0.13 1.93 -0.08
H -5.40 -2.35 0.22
*
```

Here are the Mulliken charges for atoms 1 to 6, given in e: C -1.4834; C 0.7112; C -1.1445; C -0.4718; C 0.3829; C 1.0187


Run Q
Density functional theory data (ωB97M-V/def2-TZVPD) for an isolated molecule of C23H31N3O4S.

Values from the calculation:
- Gap between HOMO and LUMO: 8.6 eV
- Highest occupied orbital energy: -0.316 Eh
- M: 445.58 g/mol

ORCA input file:
```
! RIJCOSX wB97M-V def2-TZVPD def2/J DEFGRID3
* xyz 0 1
C -4.24 -2.90 -0.87
C -3.05 -3.24 -1.77
N -2.11 -2.14 -1.85
C -2.23 -1.27 -2.88
C -1.45 -0.18 -3.07
C -1.72 0.62 -4.31
O -2.00 0.05 -5.36
N -1.69 1.95 -4.22
C -1.59 2.77 -3.03
C -2.17 4.11 -3.46
C -1.74 4.19 -4.93
C -1.92 2.76 -5.41
C -0.32 0.07 -2.20
O 0.52 0.96 -2.37
C -0.24 -0.86 -1.06
C 0.77 -0.66 -0.11
C 0.87 -1.47 0.99
S 2.10 -1.19 2.25
O 3.13 -0.35 1.72
O 2.48 -2.45 2.82
N 1.13 -0.41 3.39
C 1.52 -0.61 4.77
C 2.70 0.27 5.17
C 3.08 0.05 6.63
C 2.35 1.73 4.89
C 1.98 1.93 3.42
C 1.57 3.37 3.13
C 0.84 0.97 3.06
C -0.03 -2.52 1.17
C -1.02 -2.75 0.24
C -1.14 -1.93 -0.90
H -4.77 -2.04 -1.27
H -3.91 -2.67 0.14
H -4.92 -3.74 -0.83
H -3.40 -3.46 -2.78
H -2.53 -4.13 -1.41
H -3.01 -1.48 -3.59
H -0.54 2.87 -2.74
H -2.13 2.32 -2.20
H -3.25 4.10 -3.39
H -1.79 4.94 -2.87
H -0.69 4.48 -4.99
H -2.33 4.90 -5.50
H -2.94 2.58 -5.78
H -1.22 2.47 -6.20
H 1.48 0.14 -0.27
H 1.77 -1.67 4.86
H 0.65 -0.39 5.39
H 3.55 -0.01 4.53
H 3.34 -0.99 6.80
H 3.93 0.67 6.90
H 2.24 0.31 7.28
H 3.19 2.37 5.15
H 1.50 2.02 5.52
H 2.84 1.66 2.80
H 0.70 3.65 3.73
H 1.32 3.49 2.08
H 2.39 4.05 3.38
H 0.62 1.01 1.99
H -0.07 1.25 3.61
H 0.08 -3.14 2.04
H -1.69 -3.58 0.40
*
```

Here are the Mulliken charges for atoms 1 to 6, given in e: C -1.0298; C -1.0207; N 0.2113; C 0.2316; C -0.2340; C -0.1905


The winner here is run Q, beating the second structure by 27.2 kcal/mol.


Run P
Density functional theory data (ωB97M-V/def2-TZVPD) for an isolated molecule of CH5BS.

Values from the calculation:
- Gap between HOMO and LUMO: 10.6 eV
- Highest occupied orbital energy: -0.372 Eh
- M: 59.93 g/mol

ORCA input file:
```
! RIJCOSX wB97M-V def2-TZVPD def2/J DEFGRID3
* xyz 0 1
C -0.15 -0.46 1.36
B 0.13 0.41 -0.36
S 0.26 -0.51 -1.95
H -0.69 0.40 1.74
H 0.84 -0.67 1.69
H -0.69 -1.26 0.98
H -0.05 1.61 -0.58
H 0.35 0.48 -2.88
*
```

Here are the Mulliken charges for atoms 1 to 6, given in e: C -0.8432; B 0.2812; S -0.2702; H 0.2115; H 0.2801; H 0.2582


Run Q
Density functional theory data (ωB97M-V/def2-TZVPD) for a cluster of 2 separate species, CH5BS in total.

Values from the calculation:
- Gap between HOMO and LUMO: 10.4 eV
- Highest occupied orbital energy: -0.362 Eh
- M: 59.93 g/mol

ORCA input file:
```
! RIJCOSX wB97M-V def2-TZVPD def2/J DEFGRID3
* xyz 0 1
B 0.47 -0.35 0.01
C -0.71 0.71 -0.06
S 2.19 0.17 -0.02
H -0.03 -1.73 0.67
H -1.03 0.65 0.97
H -1.57 0.34 -0.52
H -0.35 1.70 -0.28
H 2.80 -1.00 -0.28
*
```

Here are the Mulliken charges for atoms 1 to 6, given in e: B 0.1602; C -0.8138; S -0.2666; H -0.0722; H 0.2913; H 0.3109


The winner here is run Q, beating the second structure by 1.6 kcal/mol.


Run P
Density functional theory data (ωB97M-V/def2-TZVPD) for an isolated molecule of C6H13NOS.

Values from the calculation:
- Gap between HOMO and LUMO: 9.9 eV
- Highest occupied orbital energy: -0.337 Eh
- M: 147.24 g/mol

ORCA input file:
```
! RIJCOSX wB97M-V def2-TZVPD def2/J DEFGRID3
* xyz 0 1
C -2.48 -1.62 -1.06
C -1.73 -0.78 -0.04
O -2.27 -0.26 0.91
N -0.39 -0.70 -0.25
C 0.50 -0.21 0.75
C 1.60 -1.21 1.06
C 1.17 1.28 0.33
C 0.07 2.22 -0.11
S 2.38 1.00 -1.01
H -2.60 -2.61 -0.64
H -3.47 -1.20 -1.22
H -1.94 -1.69 -2.00
H 0.02 -1.12 -1.07
H -0.11 0.01 1.64
H 2.21 -1.38 0.18
H 2.24 -0.83 1.86
H 1.17 -2.15 1.39
H 1.71 1.63 1.21
H -0.32 1.92 -1.07
H 0.44 3.24 -0.19
H -0.75 2.20 0.62
H 2.55 2.29 -1.29
*
```

Here are the Mulliken charges for atoms 1 to 6, given in e: C -1.0896; C 0.7292; O -0.6313; N -0.0874; C -0.3838; C -1.4788


Run Q
Density functional theory data (ωB97M-V/def2-TZVPD) for an isolated molecule of C6H13NOS.

Values from the calculation:
- Gap between HOMO and LUMO: 10.4 eV
- Highest occupied orbital energy: -0.350 Eh
- M: 147.24 g/mol

ORCA input file:
```
! RIJCOSX wB97M-V def2-TZVPD def2/J DEFGRID3
* xyz 0 1
C -1.12 0.04 3.09
C -0.83 -0.68 2.03
S 0.69 -0.13 1.13
N 1.06 1.19 1.75
O 1.58 -1.39 1.31
C 0.31 -0.07 -0.69
C -0.41 1.17 -1.16
C 1.75 -0.12 -1.28
C -0.36 -1.41 -0.81
H -1.95 -0.36 3.71
H -0.73 1.06 3.25
H -1.29 -1.73 2.03
H 1.89 1.19 2.31
H -1.47 1.13 -1.26
H -0.28 2.14 -0.39
H 0.04 1.60 -2.10
H 2.22 -0.93 -0.80
H 2.20 0.75 -0.62
H 1.96 0.03 -2.38
H -0.45 -1.66 -1.88
H 0.19 -2.25 -0.39
H -1.37 -1.39 -0.43
*
```

Here are the Mulliken charges for atoms 1 to 6, given in e: C -0.5014; C -0.4025; S 1.0808; N -0.7802; O -0.6822; C 1.3855


The winner here is run P, beating the second structure by 107.0 kcal/mol.